(1)
The following is a quantum chemistry calculation of a molecular structure, C22H25NO5S2 in a non-equilibrium geometry, from OMol25.

## Properties
Electronic energy (eV): -56612.8449
ΔE to the lowest compared entry with this formula, charge and spin (kJ/mol): 555.69
Gap between HOMO and LUMO (Eh): 0.2770
F_max (eV/A): 3.13

Geometry as XYZ:
```
55
Properties=species:S:1:pos:R:3:lowdin_charge:R:1
C 5.31 -0.05 2.70 -0.208
C 4.73 -1.41 2.35 -0.191
C 3.22 -1.38 2.11 -0.161
N 2.76 -0.27 1.29 -0.116
C 1.52 -0.42 0.74 -0.085
C 0.92 0.42 -0.17 -0.112
C -0.05 -0.06 -1.13 -0.127
C 0.15 0.47 -2.54 -0.173
C -0.10 -0.37 -3.63 -0.029
C 0.02 0.14 -4.93 -0.082
C 0.55 1.42 -5.17 -0.092
C 0.89 2.24 -4.09 -0.077
C 0.68 1.75 -2.79 -0.022
C 3.45 1.01 1.26 -0.150
C 4.95 0.95 1.59 -0.181
H 4.93 0.31 3.66 0.113
H 6.40 -0.11 2.77 0.109
H 5.25 -1.80 1.47 0.115
H 4.94 -2.13 3.13 0.109
H 2.94 -2.32 1.61 0.124
H 2.70 -1.37 3.08 0.129
H 1.03 -1.34 1.06 0.114
H 1.18 1.47 -0.12 0.088
H -0.12 -1.17 -1.11 0.112
H -0.41 -1.42 -3.52 0.104
H -0.37 -0.45 -5.74 0.098
H 0.71 1.75 -6.21 0.104
H 1.41 3.19 -4.28 0.108
H 0.95 2.38 -1.95 0.103
H 3.33 1.45 0.25 0.119
H 2.96 1.73 1.94 0.132
H 5.28 1.96 1.84 0.111
H 5.50 0.66 0.69 0.113
C -2.52 -2.37 -2.02 -0.037
O -2.71 -0.94 -1.67 -0.166
C -1.92 -0.41 -0.71 -0.436
S -2.58 1.29 -0.29 0.744
O -1.48 1.98 0.33 -0.282
O -3.35 1.88 -1.36 -0.280
C -3.79 0.82 1.01 -0.234
C -3.60 -0.44 1.57 -0.243
C -4.43 -0.86 2.61 -0.035
C -5.47 -0.04 3.06 -0.060
C -5.69 1.21 2.46 -0.055
C -4.83 1.65 1.43 -0.031
S -2.19 -1.34 0.89 0.744
O -2.61 -2.71 0.69 -0.296
O -1.07 -1.05 1.73 -0.283
H -2.49 -2.33 -3.13 0.094
H -1.58 -2.81 -1.63 0.099
H -3.39 -2.93 -1.64 0.090
H -4.26 -1.86 3.03 0.123
H -6.16 -0.40 3.83 0.111
H -6.55 1.82 2.72 0.109
H -4.96 2.62 0.94 0.123
```

=====

(2)
The following is a quantum chemistry calculation of 2 unconnected molecules or ions with the total composition C6H15NO2 in a non-equilibrium geometry, from OMol25.

## Properties
Electronic energy (eV): -12049.0708
ΔE to the lowest compared entry with this formula, charge and spin (kJ/mol): 225.83
Gap between HOMO and LUMO (Eh): 0.3659
F_max (eV/A): 1.58
SMILES: C=CC[C@H](C)NCO.O

Geometry as XYZ:
```
24
Properties=species:S:1:pos:R:3:lowdin_charge:R:1
C 1.82 0.97 -1.72 0.006
C 1.00 1.75 -1.02 -0.179
C 0.50 1.32 0.33 -0.177
C -0.73 0.36 0.17 -0.396
C -1.84 1.10 -0.55 -0.056
N -1.10 -0.11 1.51 -0.021
C -0.70 -1.48 1.76 -0.292
O -1.26 -2.46 0.90 -0.061
H 2.26 0.04 -1.38 0.027
H 2.01 1.19 -2.76 0.055
H 0.67 2.70 -1.40 0.100
H 0.08 2.14 0.92 0.108
H 1.29 0.87 0.94 0.109
H -0.36 -0.48 -0.43 0.127
H -2.84 0.84 -0.17 0.074
H -1.84 2.19 -0.48 0.079
H -1.88 0.78 -1.60 0.082
H -2.10 -0.02 1.65 0.097
H 0.38 -1.55 1.61 0.113
H -0.97 -1.70 2.80 0.117
H -2.21 -2.31 0.81 0.089
O 2.44 -2.35 -0.49 -0.055
H 2.43 -2.09 -1.41 0.021
H 2.94 -1.71 0.03 0.033
```

=====

(3)
The following is a quantum chemistry calculation of 9 unconnected molecules or ions with the total composition C24H60Cl6O18S6 in a non-equilibrium geometry, from OMol25.

## Properties
Electronic energy (eV): -202847.0248
Spin multiplicity: 2
Gap between HOMO and LUMO (spin up / spin down) (Eh): 0.3553 / 0.0753
F_max (eV/A): 4.17
Charge: +1

Geometry as XYZ:
```
114
Properties=species:S:1:pos:R:3:mulliken_spin:R:1
Cl 27.71 28.57 36.04 0.001
C 28.11 27.37 34.71 -0.005
C 27.10 26.23 34.69 -0.004
Cl 27.48 25.24 33.26 0.145
H 29.14 27.06 34.90 0.004
H 28.18 27.90 33.76 0.003
H 26.09 26.61 34.49 0.015
H 27.07 25.56 35.54 0.002
Cl 34.53 25.45 30.26 0.005
C 35.24 23.84 30.49 0.000
C 35.17 23.14 29.15 0.000
Cl 33.39 22.79 28.95 0.008
H 34.70 23.29 31.26 0.000
H 36.29 24.06 30.71 0.001
H 35.66 22.17 29.28 0.000
H 35.57 23.66 28.28 0.000
Cl 30.21 25.25 30.25 0.245
C 29.86 23.67 30.96 0.060
C 31.07 23.33 31.88 0.033
Cl 31.02 24.12 33.49 0.403
H 29.65 22.94 30.18 0.003
H 28.89 23.76 31.45 0.007
H 31.95 23.68 31.33 0.004
H 31.15 22.26 32.05 0.036
O 33.56 28.15 34.51 0.002
S 32.31 28.64 33.99 0.000
O 31.09 28.67 34.81 0.001
O 32.53 30.13 33.35 0.003
C 31.44 30.94 33.00 0.001
C 32.01 32.36 32.68 0.000
C 32.01 27.67 32.45 0.008
H 30.77 30.89 33.86 0.000
H 31.04 30.49 32.09 0.000
H 32.46 32.74 33.59 0.000
H 31.36 33.14 32.29 0.000
H 32.82 32.23 31.96 0.000
H 31.38 26.82 32.69 -0.004
H 32.94 27.39 31.94 0.000
H 31.41 28.27 31.76 -0.001
O 30.91 31.21 28.83 0.000
S 29.64 30.51 28.58 0.000
O 29.37 29.74 27.34 0.000
O 29.30 29.54 29.79 0.000
C 28.37 28.47 29.54 -0.001
C 27.93 27.96 30.97 0.004
C 28.22 31.62 28.86 0.000
H 28.99 27.74 29.03 0.001
H 27.52 28.78 28.93 0.000
H 28.81 27.48 31.40 -0.007
H 27.14 27.23 30.75 0.000
H 27.63 28.77 31.63 0.000
H 28.25 32.43 28.12 0.000
H 28.34 32.05 29.85 0.000
H 27.28 31.08 28.76 0.000
O 32.70 19.02 36.65 0.005
S 31.77 19.67 35.72 0.001
O 31.49 19.06 34.42 0.001
O 30.31 19.99 36.45 0.001
C 29.93 19.19 37.54 0.000
C 28.66 18.45 37.19 0.000
C 32.38 21.46 35.47 0.005
H 29.77 19.76 38.45 0.000
H 30.63 18.37 37.73 0.000
H 27.81 19.09 36.95 0.000
H 28.38 17.83 38.04 0.000
H 28.83 17.81 36.32 0.000
H 33.35 21.50 34.97 0.000
H 32.27 21.99 36.42 0.000
H 31.63 21.78 34.75 -0.001
O 28.19 20.05 31.59 0.000
S 27.83 20.63 32.92 0.000
O 28.79 21.51 33.51 0.001
O 26.33 21.43 32.72 0.000
C 25.83 22.08 33.90 -0.001
C 24.91 23.16 33.40 0.002
C 27.52 19.26 33.98 0.000
H 26.61 22.63 34.43 -0.001
H 25.29 21.38 34.54 0.000
H 25.31 23.54 32.46 0.000
H 24.81 23.94 34.16 0.000
H 23.88 22.82 33.31 0.001
H 28.45 18.76 34.23 0.000
H 26.91 18.58 33.39 0.000
H 27.01 19.54 34.91 0.000
O 29.75 23.50 27.44 0.003
S 30.45 24.22 26.35 -0.001
O 31.11 23.49 25.30 0.000
O 29.29 25.19 25.67 0.002
C 28.13 25.49 26.42 0.000
C 27.32 26.49 25.52 0.000
C 31.49 25.60 27.00 0.000
H 28.38 25.91 27.39 0.001
H 27.58 24.58 26.65 0.000
H 26.39 26.62 26.08 0.000
H 27.07 25.94 24.62 0.000
H 27.85 27.42 25.29 0.000
H 30.91 26.28 27.63 0.000
H 31.85 26.18 26.15 0.000
H 32.34 25.23 27.58 0.000
O 28.24 16.44 29.17 0.000
S 27.66 16.98 27.96 0.000
O 26.19 16.91 27.74 0.000
O 28.06 18.59 27.77 0.002
C 27.24 19.56 28.40 0.000
C 27.95 20.83 28.41 0.000
C 28.58 16.49 26.38 0.000
H 27.05 19.44 29.47 0.001
H 26.25 19.60 27.95 0.001
H 27.39 21.65 28.86 0.000
H 28.18 21.09 27.38 0.001
H 28.94 20.81 28.86 0.001
H 29.65 16.49 26.61 0.000
H 28.47 17.22 25.58 0.000
H 28.22 15.51 26.06 0.000
```

=====

(4)
The following is a quantum chemistry calculation of CH2O3S2 in the gas phase in a non-equilibrium geometry, from OMol25.

## Properties
Electronic energy (eV): -28880.1751
ΔE to the lowest compared entry with this formula, charge and spin (kJ/mol): 122.74
Gap between HOMO and LUMO (Eh): 0.3501
F_max (eV/A): 4.36

Geometry as XYZ:
```
8
Properties=species:S:1:pos:R:3:lowdin_charge:R:1
C 0.86 -0.06 0.55 -0.884
O 3.73 0.80 -0.51 -0.347
O 1.45 -0.71 -0.54 -0.342
O 1.94 0.28 1.33 -0.270
S -0.04 1.40 -0.11 0.784
S 3.04 -0.29 0.01 1.065
H 0.29 -0.87 0.97 0.112
H -0.65 0.68 -1.08 -0.119
```

=====

(5)
The following is a quantum chemistry calculation of a molecular structure, C40H44N4NiS in a non-equilibrium geometry, from OMol25.

## Properties
Electronic energy (eV): -100025.4518
Spin multiplicity: 3
Gap between HOMO and LUMO (spin up / spin down) (Eh): 0.0453 / 0.1652
F_max (eV/A): 4.00
Charge: -2

Geometry as XYZ:
```
90
Properties=species:S:1:pos:R:3:mulliken_spin:R:1
Ni 0.05 0.01 -0.17 0.763
N -1.44 -1.78 0.81 0.024
N -0.32 -2.79 -1.57 -0.228
C 1.12 1.92 -0.65 0.012
C 1.98 0.83 -0.30 0.060
C 1.64 0.41 1.03 0.021
C 2.42 -0.57 1.83 0.090
H 3.17 -1.05 1.19 -0.044
H 1.76 -1.35 2.23 0.004
H 2.94 -0.10 2.69 0.007
C 0.50 1.18 1.46 -0.031
C -0.05 1.18 2.85 0.046
H 0.71 1.43 3.61 0.050
H -0.41 0.18 3.11 -0.029
H -0.88 1.88 2.97 0.019
C 0.15 2.08 0.39 -0.038
C -0.88 3.16 0.40 0.020
H -1.66 2.97 1.15 0.013
H -1.36 3.22 -0.58 0.000
H -0.46 4.16 0.61 -0.002
C 3.12 0.31 -1.10 -0.021
H 4.05 0.28 -0.50 0.006
H 3.29 0.91 -1.99 0.004
H 2.90 -0.72 -1.42 0.008
C 1.25 2.77 -1.86 -0.004
H 0.35 2.66 -2.49 0.001
H 2.11 2.45 -2.46 -0.002
H 1.38 3.84 -1.63 0.001
C -2.41 -1.59 1.79 0.041
H -3.02 -0.67 1.74 0.023
C -2.82 -2.62 2.59 0.085
H -3.75 -2.49 3.20 -0.005
C -2.16 -3.88 2.63 0.111
H -2.49 -4.72 3.23 -0.143
C -1.08 -4.01 1.76 0.023
H -0.46 -4.89 1.73 -0.064
C -0.95 -3.10 0.67 -0.056
C -0.53 -3.62 -0.51 0.193
H -0.41 -4.69 -0.67 0.072
C -0.23 -1.40 -1.50 0.245
C -0.26 -3.24 -2.90 0.026
H -0.35 -4.28 -3.18 0.008
C -0.28 -2.15 -3.67 -0.008
H -0.31 -2.02 -4.74 -0.003
N -0.24 -1.02 -2.85 0.004
C -0.17 0.26 -3.45 0.056
C 0.87 0.46 -4.40 -0.031
C 0.78 1.54 -5.27 -0.006
H 1.58 1.69 -5.99 0.001
C -0.31 2.41 -5.25 0.005
C -0.38 3.59 -6.19 0.002
H -0.44 4.54 -5.62 0.001
H -1.28 3.55 -6.83 0.000
H 0.50 3.63 -6.84 0.000
C -1.35 2.16 -4.36 -0.003
H -2.23 2.80 -4.37 -0.001
C -1.33 1.07 -3.49 0.003
C -2.57 0.74 -2.72 0.020
H -3.06 -0.18 -3.06 -0.005
H -3.27 1.57 -2.85 0.002
H -2.38 0.63 -1.65 0.001
C 2.04 -0.46 -4.54 0.010
H 1.78 -1.46 -4.92 -0.004
H 2.60 -0.58 -3.60 0.000
H 2.71 -0.01 -5.27 0.001
N -1.59 -0.94 -0.32 -0.022
S 0.47 -2.56 4.39 2.707
C 0.40 -1.21 5.50 -0.723
C -0.85 -0.83 6.03 0.207
C -0.94 0.27 6.87 0.315
C 0.22 1.00 7.20 -0.276
C 1.46 0.62 6.67 0.264
C 1.55 -0.48 5.81 0.127
C 0.80 -3.95 5.42 -1.391
C 1.99 -4.01 6.15 -0.823
C 2.27 -5.13 6.93 1.301
C 1.37 -6.20 6.97 -0.985
C 0.18 -6.15 6.23 1.192
C -0.11 -5.03 5.46 -0.337
H -2.09 -0.06 0.02 0.001
H -1.73 -1.42 5.75 -0.155
H -1.91 0.57 7.28 0.043
H 0.15 1.85 7.87 -0.089
H 2.36 1.18 6.92 0.065
H 2.50 -0.78 5.37 -0.100
H 2.68 -3.17 6.10 0.167
H 3.20 -5.17 7.50 -0.091
H 1.60 -7.08 7.57 -0.850
H -0.52 -6.98 6.26 0.046
H -1.03 -4.95 4.87 0.054
```

=====

(6)
The following is a quantum chemistry calculation of a molecular structure, C33H33BrCl2IrN3OP in a non-equilibrium geometry, from OMol25.

## Properties
Electronic energy (eV): -148447.6733
ΔE to the lowest compared entry with this formula, charge and spin (kJ/mol): 358.96
Spin multiplicity: 2
Gap between HOMO and LUMO (spin up / spin down) (Eh): 0.2182 / 0.1578
F_max (eV/A): 2.33
Charge: +4

Geometry as XYZ:
```
75
Properties=species:S:1:pos:R:3:mulliken_spin:R:1
Ir 0.19 -0.09 -0.10 -0.081
Br 5.24 -3.77 -4.73 0.348
C 4.22 -3.18 -3.29 0.172
C 4.30 -3.85 -2.05 0.094
C 3.55 -3.42 -1.00 -0.052
C 2.70 -2.29 -1.12 0.216
C 2.62 -1.64 -2.37 -0.008
C 3.37 -2.06 -3.44 0.140
N 1.90 -1.80 -0.07 -0.036
C 2.08 -2.24 1.13 0.047
C 1.26 -1.83 2.23 0.008
C 1.40 -2.45 3.47 0.029
C 0.61 -2.04 4.53 -0.007
C -0.29 -1.01 4.32 0.022
C -0.38 -0.44 3.05 0.010
N 0.37 -0.83 2.04 0.042
H 4.95 -4.71 -1.94 0.001
H 3.62 -3.98 -0.08 -0.004
H 1.96 -0.79 -2.48 -0.003
H 3.31 -1.56 -4.39 0.000
H 2.86 -2.95 1.37 -0.009
H 2.11 -3.26 3.59 0.001
H 0.69 -2.51 5.50 0.001
H -0.93 -0.65 5.12 0.000
H -1.08 0.37 2.87 0.003
Cl -2.42 0.59 0.27 -0.016
C -3.08 -1.05 0.40 0.000
Cl -1.76 -2.19 0.07 0.000
H -3.86 -1.18 -0.34 0.000
H -3.45 -1.21 1.40 0.000
N -0.54 -0.34 -2.38 0.010
C -0.14 0.59 -3.42 -0.002
C -0.61 0.44 -4.72 0.001
C -0.26 1.37 -5.69 0.001
C 0.53 2.46 -5.37 0.000
C 0.99 2.62 -4.07 0.003
C 0.66 1.67 -3.10 -0.006
P 1.18 1.86 -1.38 0.024
C 1.18 3.64 -1.17 0.006
C 2.34 4.33 -0.82 0.003
C 2.36 5.71 -0.89 0.000
C 1.20 6.43 -1.20 0.006
C 0.03 5.74 -1.52 -0.001
C 0.01 4.36 -1.47 0.003
C 2.94 1.38 -1.25 0.007
C 3.39 0.99 0.02 0.012
C 4.73 0.70 0.22 -0.007
C 5.61 0.75 -0.86 0.003
C 5.16 1.13 -2.12 -0.001
C 3.82 1.42 -2.33 -0.005
H -1.55 -0.32 -2.30 0.002
H -0.30 -1.29 -2.67 0.001
H -1.26 -0.39 -4.98 0.000
H -0.61 1.23 -6.71 0.000
H 0.79 3.19 -6.13 0.000
H 1.62 3.46 -3.82 0.000
H 3.25 3.79 -0.56 0.000
H 3.29 6.24 -0.76 0.000
H 1.22 7.51 -1.21 0.000
H -0.86 6.29 -1.78 0.000
H -0.92 3.84 -1.63 0.000
H 2.69 0.96 0.84 0.005
H 5.09 0.42 1.20 0.000
H 6.65 0.50 -0.72 0.000
H 5.86 1.21 -2.94 0.000
H 3.48 1.72 -3.31 0.000
C 0.76 4.14 2.64 0.001
C 0.97 2.65 2.51 0.001
O 0.38 2.15 1.27 0.011
H 1.16 4.48 3.59 0.000
H -0.30 4.40 2.62 0.000
H 1.27 4.67 1.84 0.000
H 0.51 2.13 3.36 0.000
H 2.02 2.39 2.48 0.000
H -0.50 2.55 1.23 -0.001
```

=====

(7)
The following is a quantum chemistry calculation of a molecular structure, C36H61ClNO6PSeV in a non-equilibrium geometry, from OMol25.

## Properties
Electronic energy (eV): -164942.6197
ΔE to the lowest compared entry with this formula, charge and spin (kJ/mol): 51.30
Spin multiplicity: 2
Gap between HOMO and LUMO (spin up / spin down) (Eh): 0.2763 / 0.2379
F_max (eV/A): 2.67

Geometry as XYZ:
```
108
Properties=species:S:1:pos:R:3:mulliken_spin:R:1
V 0.07 2.31 -0.67 1.369
C 3.42 -4.53 0.28 0.000
C 2.95 -3.67 1.46 0.004
C 4.08 -3.59 2.50 0.000
C 1.75 -4.36 2.11 0.000
C 2.61 -2.27 0.97 -0.010
C 1.35 -1.71 1.09 0.000
C 1.12 -0.42 0.65 0.009
Se -0.64 0.36 0.81 -0.022
C -1.39 -0.50 -0.75 0.023
C -2.12 -1.65 -0.62 -0.005
C -2.60 -2.29 -1.77 -0.005
C -2.35 -1.68 -2.99 0.004
C -1.62 -0.49 -3.15 -0.013
C -1.07 0.06 -2.00 0.025
O -0.20 1.10 -2.01 0.013
C -1.52 0.09 -4.57 -0.002
C -0.83 -0.94 -5.48 0.000
C -0.75 1.40 -4.69 -0.004
C -2.94 0.35 -5.08 -0.001
C -3.31 -3.64 -1.64 0.000
C -4.50 -3.52 -0.67 0.000
C -2.32 -4.67 -1.09 0.000
C -3.84 -4.14 -2.99 0.000
C 2.11 0.39 0.09 -0.031
O 1.86 1.67 -0.23 0.011
C 3.38 -0.19 -0.12 -0.002
C 3.58 -1.48 0.35 0.005
C 4.58 0.48 -0.82 0.000
C 5.08 -0.46 -1.93 0.000
C 4.30 1.83 -1.49 0.001
C 5.70 0.69 0.20 0.000
H 3.65 -5.55 0.61 0.000
H 4.31 -4.12 -0.19 0.000
H 2.64 -4.59 -0.49 0.000
H 4.30 -4.58 2.90 0.000
H 3.79 -2.94 3.33 0.000
H 5.00 -3.19 2.06 0.000
H 2.04 -5.35 2.47 0.000
H 0.93 -4.49 1.40 0.000
H 1.37 -3.79 2.96 0.000
H 0.52 -2.27 1.53 0.000
H -2.32 -2.05 0.36 0.001
H -2.75 -2.13 -3.88 0.001
H 0.16 -1.20 -5.10 0.000
H -0.71 -0.53 -6.49 0.000
H -1.41 -1.86 -5.57 0.000
H 0.29 1.31 -4.38 -0.001
H -1.21 2.19 -4.09 0.000
H -0.77 1.72 -5.73 0.001
H -3.55 -0.56 -5.10 0.000
H -2.91 0.74 -6.10 0.000
H -3.45 1.08 -4.45 0.000
H -4.17 -3.23 0.33 0.000
H -5.02 -4.47 -0.59 0.000
H -5.21 -2.77 -1.02 0.000
H -1.94 -4.38 -0.11 0.000
H -1.46 -4.77 -1.76 0.000
H -2.80 -5.65 -0.99 0.000
H -4.55 -3.45 -3.43 0.000
H -4.35 -5.10 -2.84 0.000
H -3.03 -4.31 -3.70 0.000
H 4.57 -1.91 0.23 -0.001
H 4.28 -0.66 -2.65 0.000
H 5.43 -1.42 -1.55 0.000
H 5.91 0.01 -2.47 0.000
H 3.49 1.76 -2.22 0.000
H 5.21 2.15 -2.01 0.000
H 4.03 2.60 -0.77 -0.001
H 6.05 -0.25 0.63 0.000
H 5.36 1.32 1.02 0.000
H 6.56 1.18 -0.27 0.000
C 1.25 1.33 3.89 0.000
O 1.31 2.02 2.66 0.009
C 1.37 3.41 2.83 0.002
C 1.53 4.12 1.50 0.012
O 0.34 4.11 0.68 0.012
C -0.70 4.92 1.24 0.012
H 2.00 1.71 4.59 0.000
H 1.46 0.28 3.68 0.000
H 0.26 1.43 4.33 0.000
H 2.24 3.67 3.46 0.000
H 0.47 3.76 3.34 0.000
H 2.32 3.67 0.91 -0.013
H 1.78 5.17 1.71 0.001
H -0.26 5.81 1.69 0.000
H -1.25 4.34 1.99 -0.003
H -1.37 5.20 0.44 0.000
Cl -2.71 4.27 -1.40 0.008
C -2.02 2.75 -0.59 -0.077
H -2.56 1.94 -1.09 0.011
H -2.37 2.80 0.45 0.008
O 0.74 4.45 -2.49 0.000
N 0.47 3.58 -1.78 -0.358
C -4.53 3.25 3.23 0.000
P -3.04 2.53 3.92 0.001
C -3.55 0.97 4.65 0.000
C -2.59 3.59 5.30 0.000
O -1.95 2.37 2.91 0.009
H -5.31 3.38 3.98 0.000
H -4.90 2.60 2.44 0.000
H -4.29 4.21 2.79 0.000
H -4.38 1.10 5.35 0.000
H -2.70 0.53 5.17 0.000
H -3.85 0.30 3.85 0.000
H -3.36 3.61 6.06 0.000
H -2.41 4.60 4.93 0.000
H -1.66 3.21 5.74 0.000
```